[1]
Density functional theory data (ωB97M-V/def2-TZVPD) for the molecule C15H18N2O2.

```
! RIJCOSX wB97M-V def2-TZVPD def2/J DEFGRID3
* xyz 0 1
O 1.02 0.62 1.92
C 1.58 0.81 0.87
O 1.08 1.58 -0.10
C -0.18 2.23 0.15
C -1.34 1.30 0.01
N -2.21 1.35 -0.95
C -3.10 0.34 -0.70
C -4.23 -0.07 -1.39
C -4.94 -1.14 -0.89
C -4.55 -1.80 0.27
C -3.43 -1.42 0.98
C -2.71 -0.34 0.49
N -1.58 0.31 0.91
C 2.90 0.19 0.50
C 2.74 -1.34 0.51
C 4.07 -2.01 0.21
C 4.63 -1.54 -1.13
C 4.79 -0.02 -1.13
C 3.45 0.66 -0.85
H -0.26 3.02 -0.60
H -0.16 2.66 1.16
H -4.53 0.44 -2.29
H -5.82 -1.48 -1.41
H -5.14 -2.64 0.63
H -3.12 -1.93 1.89
H -1.00 0.10 1.72
H 3.61 0.46 1.30
H 2.01 -1.62 -0.26
H 2.35 -1.65 1.48
H 3.94 -3.09 0.20
H 4.78 -1.77 1.01
H 3.95 -1.84 -1.93
H 5.59 -2.01 -1.32
H 5.51 0.27 -0.37
H 5.16 0.31 -2.10
H 2.74 0.41 -1.63
H 3.58 1.74 -0.84
*
```

SMILES string: O=C(OCc1nc2ccccc2[nH]1)C1CCCCC1
Lowest unoccupied orbital energy, eV: 0.787


[2]
Density functional theory data (ωB97M-V/def2-TZVPD) for the molecule C15H18N2O3S at a distorted geometry.

```
! RIJCOSX wB97M-V def2-TZVPD def2/J DEFGRID3
* xyz 0 1
C -4.43 0.90 2.53
C -3.43 0.22 1.83
O -1.92 0.70 2.30
C -0.91 -0.12 1.74
O -0.91 -1.10 0.95
C 0.31 0.54 2.23
C 0.37 2.01 2.26
O 0.22 2.61 3.42
C 0.47 2.54 0.86
S -0.84 2.20 -0.18
C -0.01 1.02 -1.10
N 1.29 0.51 -0.85
C 1.90 -0.35 -1.39
C 3.11 -0.57 -1.30
C 3.32 -1.57 -0.16
C 1.16 -1.23 -2.40
C 1.75 -2.45 -3.20
C -0.39 -0.81 -2.64
C -0.88 0.02 -1.91
C -2.19 0.48 -2.08
N -3.37 0.41 -2.14
H -4.35 0.91 3.47
H -5.42 0.46 2.18
H -4.23 1.99 2.28
H -3.53 0.43 0.68
H -3.49 -0.87 1.91
H 1.19 0.05 1.72
H 0.18 0.00 3.24
H 0.61 3.74 0.97
H 1.63 2.40 0.63
H 3.86 -1.05 -2.07
H 3.69 0.33 -0.82
H 3.01 -2.44 -0.40
H 4.41 -1.77 0.14
H 3.04 -1.19 0.88
H 0.93 -2.59 -4.04
H 2.14 -2.95 -2.50
H 2.68 -1.82 -3.72
H -0.93 -1.56 -3.34
*
```

SMILES string: CCOC(=O)CC(=O)CSc1nc(CC)c(C)cc1C#N
Lowest unoccupied orbital energy, eV: -0.406


[3]
Density functional theory data (ωB97M-V/def2-TZVPD) for the molecule C15H18N2O4S2 at a distorted geometry.

```
! RIJCOSX wB97M-V def2-TZVPD def2/J DEFGRID3
* xyz 0 1
C -4.99 0.39 -1.67
S -4.85 0.68 0.11
O -4.29 1.98 0.32
O -6.09 0.35 0.74
N -3.78 -0.50 0.61
C -2.49 -0.67 0.13
C -1.80 0.41 -0.41
C -0.51 0.24 -0.88
C 0.11 -1.01 -0.82
C 1.50 -1.27 -1.28
O 1.91 -2.39 -1.53
N 2.30 -0.18 -1.40
C 3.72 -0.33 -1.64
C 4.40 1.02 -1.67
S 3.86 2.15 -0.35
C 4.30 1.23 1.18
C 3.31 0.19 1.55
C 3.43 -1.15 1.73
C 2.14 -1.62 2.09
C 1.33 -0.53 2.11
O 2.03 0.58 1.78
C -0.60 -2.08 -0.29
C -1.88 -1.92 0.19
H -4.00 0.38 -2.10
H -5.49 -0.56 -1.81
H -5.59 1.19 -2.09
H -4.24 -1.31 0.97
H -2.27 1.38 -0.44
H 0.00 1.09 -1.32
H 2.02 0.70 -0.99
H 4.15 -0.97 -0.86
H 3.86 -0.85 -2.59
H 5.49 0.91 -1.60
H 4.16 1.56 -2.59
H 4.35 2.01 1.94
H 5.29 0.79 1.04
H 4.31 -1.74 1.62
H 1.86 -2.63 2.31
H 0.29 -0.40 2.31
H -0.11 -3.04 -0.25
H -2.42 -2.76 0.61
*
```

SMILES string: CS(=O)(=O)Nc1ccc(C(=O)NCCSCc2ccco2)cc1
Lowest unoccupied orbital energy, eV: 0.593


[4]
Density functional theory data (ωB97M-V/def2-TZVPD) for C15H18N3O6S2W as an isolated structure.

```
! RIJCOSX wB97M-V def2-TZVPD def2/J DEFGRID3
* xyz 3 1
W -0.14 -0.44 -0.87
C -7.42 -2.00 -4.07
C -6.20 -1.36 -3.50
C -6.23 -0.04 -3.03
C -5.11 0.55 -2.50
C -3.92 -0.20 -2.45
C -3.86 -1.52 -2.92
C -5.00 -2.08 -3.44
S -2.56 0.56 -1.79
O -1.26 -0.03 -2.45
O -2.59 1.97 -1.76
N -2.04 -0.03 -0.32
C -2.77 -1.04 0.44
C -1.71 -1.83 1.19
O -1.80 -2.62 2.04
O -0.42 -1.48 0.63
H -8.23 -1.29 -4.20
H -7.77 -2.79 -3.41
H -7.20 -2.47 -5.03
H -7.15 0.53 -3.09
H -5.13 1.58 -2.16
H -2.93 -2.07 -2.91
H -4.97 -3.09 -3.83
H -3.30 -1.73 -0.22
H -3.49 -0.62 1.15
S 1.60 -4.11 -2.90
C 1.14 -2.80 -2.30
N 0.76 -1.71 -1.81
O 1.43 0.34 0.38
C 1.38 1.47 -0.22
O 0.55 1.50 -1.19
C 2.14 2.68 0.20
N 3.37 2.34 0.99
C 3.57 3.51 1.94
C 2.15 3.78 2.40
C 1.29 3.59 1.14
H 2.45 3.22 -0.70
H 4.19 2.18 0.40
H 3.22 1.49 1.54
H 3.99 4.33 1.35
H 4.27 3.22 2.72
H 2.05 4.78 2.81
H 1.86 3.07 3.18
H 1.10 4.53 0.62
H 0.32 3.15 1.37
*
```

Lowest unoccupied orbital energy, eV: -11.834


[5]
Density functional theory data (ωB97M-V/def2-TZVPD) for the molecule C15H18N4O3 at a distorted geometry.

```
! RIJCOSX wB97M-V def2-TZVPD def2/J DEFGRID3
* xyz 0 1
N -4.20 0.05 -0.77
C -2.94 0.52 -0.04
C -3.13 -0.04 1.48
C -1.68 -0.07 2.25
C -1.75 1.07 3.20
C -0.76 1.30 4.08
C 0.40 0.54 3.83
C 0.57 -0.42 2.95
C -0.52 -0.89 2.16
C -1.70 0.05 -0.58
O -1.37 -1.19 -0.76
N -0.63 0.89 -0.95
C 0.45 0.46 -1.71
C 1.43 -0.56 -0.84
C 2.77 -0.35 -1.35
C 3.68 -1.38 -1.47
N 4.85 -0.73 -2.01
C 4.75 0.63 -2.00
N 3.43 0.93 -1.69
C -0.16 0.08 -3.05
O -1.25 0.68 -3.39
O 0.49 -0.85 -3.69
H -4.35 -1.09 -0.59
H -3.91 0.03 -1.92
H -2.88 1.57 -0.09
H -3.87 0.63 2.17
H -3.57 -1.20 1.31
H -2.82 1.35 3.25
H -0.71 2.03 4.94
H 1.19 0.67 4.84
H 1.47 -1.14 3.21
H -0.50 -1.98 1.78
H -0.77 2.04 -1.12
H 1.04 1.40 -1.84
H 1.32 -0.11 0.23
H 1.07 -1.50 -1.17
H 3.29 -2.45 -1.74
H 5.72 -1.29 -2.26
H 5.60 1.33 -2.23
H -0.06 -0.98 -4.42
*
```

SMILES string: N[C@@H](Cc1ccccc1)C(=O)N[C@@H](Cc1c[nH]cn1)C(=O)O
Lowest unoccupied orbital energy, eV: 0.681


[6]
Density functional theory data (ωB97M-V/def2-TZVPD) for a 2-piece molecular cluster, C15H18O overall at a distorted geometry.

```
! RIJCOSX wB97M-V def2-TZVPD def2/J DEFGRID3
* xyz 0 1
C -2.25 -0.41 -2.31
C -2.42 -1.74 -1.38
C -1.97 -1.48 -0.02
C -1.79 -2.67 0.76
C -1.47 -2.59 2.06
C -1.40 -1.31 2.77
O -1.35 -1.22 4.18
C -1.55 -0.22 1.97
C -1.81 -0.28 0.56
H -2.66 0.45 -1.83
H -2.82 -0.33 -3.22
H -1.18 -0.34 -2.66
H -3.52 -1.98 -1.55
H -1.90 -2.63 -1.91
H -2.08 -3.64 0.35
H -1.46 -3.60 2.59
H -0.54 -1.56 4.59
H -1.56 0.75 2.51
H -2.08 0.61 0.06
C 4.48 2.86 -1.23
C 3.19 2.06 -1.33
C 2.82 1.00 -2.15
C 1.55 0.47 -2.01
C 0.62 0.98 -1.07
C 1.06 1.92 -0.16
C 2.29 2.54 -0.33
H 4.91 3.14 -2.24
H 5.34 2.28 -0.80
H 4.47 3.78 -0.64
H 3.53 0.38 -2.80
H 1.38 -0.37 -2.66
H -0.39 0.48 -0.98
H 0.43 2.27 0.67
H 2.83 3.30 0.46
*
```

SMILES string: CCc1ccc(O)cc1.Cc1ccccc1
Lowest unoccupied orbital energy, eV: 0.838


Summary of gap between HOMO and LUMO in eV
9.32 7.37 9.07 5.97 9.53 9.57
(order as listed above)
Summary of HOMO level in eV
-8.53 -7.77 -8.47 -17.81 -8.85 -8.73
(order as listed above)
Summary of energy above the lowest of the compared OMol25 structures with the same formula, charge and spin in eV
0.466 13.808 0.197 0.658 7.569 2.544
(order as listed above)